# 1
{"formula": "H20O10", "method": "wB97M-V/def2-TZVPD", "relative_energy_ev": 2.7303, "smiles": "O.O.O.O.O.O.O.O.O.O", "elements": ["H", "H", "O", "O", "H", "O", "H", "H", "O", "H", "H", "O", "H", "H", "H", "H", "O", "H", "H", "O", "H", "H", "O", "H", "O", "H", "H", "H", "O", "H"], "coordinates": [[-2.0901, 0.1975, 2.6114], [-0.9171, 0.6784, -4.1335], [0.8302, -2.7807, -0.8972], [0.2960, 0.3086, -0.2377], [0.4579, 0.2839, 0.7054], [1.9436, 2.9935, 1.8091], [-0.4855, 1.3193, -2.8316], [-1.8406, -0.5262, -0.7596], [3.5570, -1.8200, -1.0770], [2.9804, -1.4354, -0.4168], [-1.5966, 3.3739, 0.5295], [-1.2925, 0.7216, 2.5389], [0.5871, -0.5467, -0.5537], [-2.1531, 0.6260, 0.1714], [0.2756, -3.4401, -0.4803], [-0.6678, -2.1057, -2.0380], [-0.9430, 2.7401, 0.8250], [1.3517, -3.2721, -1.5318], [-1.7463, -2.1197, -3.1004], [-1.2581, -1.5307, -2.5249], [1.0575, 2.6688, 1.9696], [0.8099, -1.3151, 3.1725], [0.1025, -1.1552, 3.7972], [-0.2195, -0.2812, 3.5766], [-0.3066, 1.3210, -3.7719], [1.8154, 3.8259, 1.3543], [-0.3317, 2.6663, 0.0922], [-1.5536, 1.4862, 2.0256], [-2.4860, -0.2224, -0.1213], [3.8233, -2.6599, -0.7030]], "forces_ev_per_angstrom": [[-0.145, -0.450, -0.005], [-0.103, -0.235, 0.021], [-0.364, 0.187, 0.051], [0.216, 0.385, -0.286], [-0.177, 0.010, 0.418], [0.321, -0.192, 0.009], [0.001, -0.178, 0.279], [0.132, -0.056, -0.320], [0.134, 0.008, -0.336], [-0.150, 0.146, 0.150], [-0.225, 0.310, -0.011], [-0.120, 0.015, 0.313], [0.133, -0.360, -0.259], [0.295, 0.060, -0.034], [-0.225, -0.204, 0.357], [0.554, -0.185, 0.240], [-0.241, 0.299, 0.073], [0.435, 0.054, -0.277], [-0.270, -0.048, -0.138], [-0.210, 0.300, -0.139], [-0.329, 0.001, 0.144], [0.153, -0.072, -0.055], [0.261, -0.632, 0.408], [-0.172, 0.411, -0.162], [0.162, 0.365, -0.225], [0.002, 0.216, -0.070], [0.331, -0.373, -0.343], [0.269, 0.455, -0.187], [-0.831, -0.065, 0.239], [0.164, -0.174, 0.143]]}

# 2
{"formula": "C6H12N", "method": "wB97M-V/def2-TZVPD", "relative_energy_ev": 5.8562, "charge": 1, "elements": ["H", "H", "C", "C", "C", "H", "C", "H", "H", "H", "H", "H", "N", "H", "H", "C", "C", "H", "H"], "coordinates": [[-1.6166, 1.1209, 1.3322], [-2.8867, 0.1612, -1.3793], [0.4155, -1.7395, -0.8329], [0.0764, -0.4414, -0.1080], [0.5594, -1.6549, 0.6853], [-3.9195, 1.0775, -0.3041], [-2.8904, 0.6452, -0.4925], [0.3210, 1.3823, -0.8254], [1.4341, -1.6741, 1.1913], [2.0639, 0.5390, 1.4188], [1.2215, -1.7191, -1.5797], [2.4665, 1.9668, 0.4243], [0.9443, 0.7042, -0.4891], [-0.3676, -2.3836, -1.3929], [1.5805, 0.5174, -1.2483], [-1.9587, 0.6006, 0.3964], [1.6482, 1.2692, 0.6986], [-0.0384, -2.2547, 1.3148], [0.9467, 1.8828, 1.1904]], "forces_ev_per_angstrom": [[-0.992, -0.916, -1.053], [0.456, -1.664, -2.724], [-1.788, -0.481, -1.221], [-3.177, -0.879, 0.082], [-1.359, 1.040, -2.649], [1.403, -0.012, 0.204], [-2.307, 1.309, 2.191], [-1.082, 1.335, -0.670], [3.417, 0.360, 0.734], [-0.500, 0.037, -0.898], [0.383, 0.262, 0.900], [-0.442, -0.614, -0.285], [1.203, -1.061, 2.104], [0.842, 1.115, 1.741], [0.457, -0.559, -0.314], [4.443, -0.371, 0.715], [1.716, 0.753, 0.178], [-1.743, -0.146, 0.144], [-0.931, 0.493, 0.821]]}

# 3
{"formula": "C29H26BrN5O3PSW", "method": "wB97M-V/def2-TZVPD", "relative_energy_ev": 0.0000, "charge": 3, "elements": ["C", "C", "H", "H", "C", "W", "O", "H", "N", "H", "C", "H", "C", "C", "C", "C", "H", "P", "H", "N", "H", "N", "C", "H", "C", "H", "C", "C", "C", "H", "S", "C", "H", "H", "C", "C", "H", "N", "O", "C", "H", "C", "C", "C", "C", "H", "H", "H", "O", "H", "C", "C", "C", "C", "H", "H", "C", "H", "H", "C", "C", "N", "Br", "C", "H", "H", "H"], "coordinates": [[-3.5593, -3.9909, 1.5618], [-0.9429, -1.7086, 2.7010], [-4.2670, -3.3588, 1.0227], [-1.4892, 6.6063, -0.0276], [2.8821, 0.1670, -4.0527], [-0.0519, -0.1675, 0.1393], [0.0657, 1.9286, 0.1335], [-0.2003, 4.4935, 0.2094], [0.2131, -0.9154, -1.8352], [5.8158, -3.0216, 1.5068], [-1.9624, 5.6499, -0.1992], [-3.7506, 2.2640, -0.8225], [2.9931, 2.8309, 0.7515], [2.3057, 0.0179, -2.7832], [3.3889, 1.1358, 2.4329], [3.3979, 3.8049, 1.6474], [-3.0670, -4.6615, 0.8553], [2.3780, 0.2316, 0.0246], [-1.2311, -2.7448, -0.1643], [-1.4639, -1.9105, 0.3782], [3.4107, 4.8433, 1.3451], [-2.3836, -3.1625, 3.5815], [-3.2595, 3.2116, -0.6500], [4.6749, 1.6698, -0.9960], [4.1430, 1.2549, -1.8419], [-2.3277, -1.5320, -0.0237], [2.2250, -2.4962, 0.2476], [-3.9595, 4.3913, -0.7776], [1.0799, -0.7339, -2.7839], [-4.1106, -4.5925, 2.2805], [0.3106, -0.5289, 2.3714], [-1.9001, 3.2579, -0.2981], [2.3941, -0.2717, -4.9146], [-0.9937, -1.7558, -3.1411], [2.9543, 0.5756, -1.6556], [-3.3084, 5.6062, -0.5509], [-1.0911, -2.0846, 4.7590], [-1.6779, -2.2716, 1.7234], [-1.7040, 0.8494, -0.3273], [4.0632, 0.8712, -4.2245], [4.1199, 4.2153, 3.6246], [4.8035, -2.8667, 1.1592], [4.6917, 1.4118, -3.1181], [-1.1764, 2.0480, -0.1675], [4.3641, -1.5805, 0.8740], [4.1026, 1.8457, 4.3217], [4.3152, -4.9504, 1.2243], [-3.8670, 6.5279, -0.6511], [-0.9050, -1.6968, -2.1741], [2.0102, -4.6318, 0.3881], [-1.2450, 4.4802, -0.0700], [3.9557, -3.9553, 0.9993], [3.0623, -1.3874, 0.4218], [2.6559, -3.7768, 0.5367], [5.6230, 1.9511, -3.2304], [3.3989, 0.0993, 2.7467], [-2.5734, -3.1736, 2.3015], [2.6801, 3.1189, -0.2445], [4.4902, 0.9835, -5.2112], [3.7876, 2.1194, 3.3241], [3.0032, 1.4873, 1.1376], [-1.3911, -2.2599, 3.8072], [-5.7746, 4.3706, -1.2504], [3.7970, 3.4507, 2.9310], [0.8342, -1.1904, -3.7428], [1.2345, -2.3359, -0.1835], [5.0380, -0.7434, 1.0077]], "forces_ev_per_angstrom": [[0.016, 0.009, -0.023], [-0.028, 0.072, -0.152], [-0.006, -0.009, -0.003], [0.005, -0.001, 0.002], [-0.039, -0.028, 0.028], [0.235, 0.504, -0.535], [0.158, -0.157, 0.164], [0.000, -0.011, -0.002], [-0.074, -0.090, 0.137], [0.006, 0.007, -0.001], [0.020, -0.025, 0.007], [0.006, 0.001, 0.002], [-0.019, 0.007, -0.026], [0.033, -0.005, 0.026], [0.011, -0.068, 0.033], [0.015, 0.008, 0.024], [-0.005, -0.001, -0.007], [0.159, -0.034, 0.026], [-0.016, 0.029, -0.046], [-0.061, 0.018, 0.058], [-0.002, 0.000, -0.008], [-0.124, -0.027, 0.056], [-0.097, -0.062, -0.030], [-0.031, -0.008, 0.026], [0.014, 0.009, 0.014], [-0.049, -0.066, 0.048], [0.073, 0.283, -0.055], [0.059, 0.033, 0.016], [-0.043, 0.102, 0.019], [-0.006, 0.000, -0.002], [-0.043, -0.070, 0.391], [0.079, 0.037, 0.005], [0.004, 0.004, -0.009], [0.012, 0.013, 0.026], [0.048, 0.072, -0.027], [-0.078, 0.019, -0.020], [0.021, 0.005, -0.012], [0.003, -0.018, 0.151], [-0.269, 0.031, -0.130], [0.024, 0.019, 0.030], [0.002, 0.002, 0.004], [-0.016, -0.012, 0.000], [-0.010, -0.016, -0.057], [-0.149, -0.035, 0.009], [0.020, -0.016, -0.005], [0.000, -0.006, 0.003], [-0.012, -0.007, 0.000], [0.004, 0.000, 0.002], [-0.062, -0.134, -0.124], [-0.011, 0.002, -0.002], [-0.016, 0.019, -0.005], [0.009, 0.004, -0.003], [0.016, -0.151, 0.063], [0.074, -0.019, -0.006], [0.000, 0.002, -0.009], [-0.002, 0.008, 0.000], [0.047, 0.001, -0.052], [0.000, -0.012, -0.004], [-0.001, 0.000, -0.004], [0.005, 0.031, -0.004], [-0.046, 0.002, -0.041], [0.108, 0.019, 0.001], [0.060, -0.006, 0.016], [-0.011, -0.016, -0.014], [0.003, 0.019, -0.003], [-0.011, -0.300, 0.041], [-0.018, 0.016, -0.008]]}

# 4
{"formula": "CH3N4O", "method": "wB97M-V/def2-TZVPD", "relative_energy_ev": 3.3562, "charge": 1, "elements": ["H", "N", "H", "O", "N", "H", "N", "N", "C"], "coordinates": [[1.2735, 1.7894, 1.7763], [0.6301, 1.5131, 0.9408], [0.0167, 2.1838, 0.5449], [0.7202, -1.5271, -0.9129], [1.0985, -0.4918, -0.3888], [-1.7801, -2.0817, -1.2612], [-1.2571, -1.3203, -0.8662], [-1.3332, -0.4461, -0.1446], [0.6315, 0.3806, 0.3116]], "forces_ev_per_angstrom": [[-1.778, -1.003, -1.997], [1.697, 0.165, 2.005], [-0.266, 1.105, -0.089], [1.021, -1.718, -1.119], [-1.212, 0.658, 0.269], [-0.262, -0.774, -0.625], [1.598, 2.889, 2.899], [-1.431, -0.975, -1.199], [0.631, -0.347, -0.145]]}